(1)
{"formula": "C2H2N4", "method": "ωB97M-V/def2-TZVPD", "species": ["C", "N", "N", "N", "N", "C", "H", "H"], "positions_angstrom": [[-0.53625, -0.60162, 0.34910], [0.54645, -1.27251, 0.47139], [1.69059, -0.47831, 0.29932], [1.90293, 0.28790, -0.54736], [-0.02899, 0.98327, -1.14858], [-0.70676, 0.80894, -0.10938], [-1.42606, -1.22580, 0.34194], [-1.44191, 1.49813, 0.34356]], "mulliken_charge": [0.078, -0.228, 0.073, -0.105, -0.429, -0.080, 0.354, 0.336], "orbital_gap_ev": [8.126, 9.175], "max_force_ev_per_a": 1.115, "de_lowest_kcal_mol": 108.15, "spin_multiplicity": 1, "homo_energy_ev": [-8.76, -9.69], "charge": 0, "lumo_energy_ha": [-0.02344, -0.01883]}

---

(2)
{"formula": "C5H12O3", "method": "ωB97M-V/def2-TZVPD", "species": ["C", "O", "O", "H", "H", "H", "H", "C", "C", "C", "C", "O", "H", "H", "H", "H", "H", "H", "H", "H"], "positions_angstrom": [[0.52080, -2.36289, 0.34766], [0.68989, -1.03098, -0.07339], [1.89358, -1.07718, -1.92857], [2.58748, -0.96156, -1.26738], [0.04356, -2.97705, -0.42544], [1.49582, -2.78394, 0.60804], [-0.09165, -2.38249, 1.26061], [-0.02389, 2.50861, 0.10147], [-1.57882, 0.16599, 1.17453], [-0.10458, 1.21328, -0.64775], [-0.77744, 0.06229, -0.09389], [0.64202, 1.10482, -1.67375], [1.29682, 0.03476, -1.89584], [-1.24222, -0.55434, -0.86072], [0.25530, 3.30426, -0.58960], [0.74881, 2.44053, 0.87178], [-0.96613, 2.76211, 0.58401], [-1.04703, 0.71167, 1.95126], [-2.54106, 0.65416, 0.99974], [-1.80126, -0.83206, 1.55722]], "mulliken_charge": [-0.730, -0.286, -0.819, 0.268, 0.291, 0.248, 0.276, -1.256, -1.424, 0.695, 0.394, -0.546, 0.384, 0.342, 0.389, 0.304, 0.368, 0.338, 0.385, 0.380], "orbital_gap_ev": [6.939, 6.940], "max_force_ev_per_a": 4.624, "de_lowest_kcal_mol": 114.00, "spin_multiplicity": 1, "homo_energy_ev": [-7.80, -7.80], "charge": 0, "lumo_energy_ha": [-0.03167, -0.03167]}

---

(3)
{"formula": "C21H47N5O9P", "method": "ωB97M-V/def2-TZVPD", "species": ["O", "C", "O", "C", "C", "P", "O", "C", "C", "C", "O", "H", "H", "H", "H", "H", "H", "H", "H", "H", "H", "H", "H", "C", "O", "N", "C", "C", "H", "H", "H", "H", "H", "H", "H", "C", "O", "N", "C", "C", "H", "H", "H", "H", "H", "H", "H", "C", "O", "N", "C", "C", "H", "H", "H", "H", "H", "H", "H", "C", "O", "N", "C", "C", "H", "H", "H", "H", "H", "H", "H", "C", "O", "N", "C", "C", "H", "H", "H", "H", "H", "H", "H"], "positions_angstrom": [[5.40561, -7.10212, -0.36746], [4.96679, -6.19091, 0.29349], [5.20333, -4.87252, -0.00979], [3.97397, -4.15792, -0.05859], [4.23344, -2.79988, -0.72277], [3.47153, -1.39994, 0.10784], [3.31316, -1.60981, 1.67201], [1.90924, -0.87104, -0.56608], [0.85110, -1.83895, -0.05047], [0.33688, -2.77922, -1.12489], [1.28456, -3.13392, 0.04660], [4.37042, -6.40819, 1.19472], [3.46464, -4.10176, 0.90104], [3.29145, -4.70475, -0.70637], [3.97859, -2.83216, -1.77661], [5.31104, -2.63591, -0.68414], [4.35798, -0.32235, -0.03981], [4.05079, -1.16091, 2.11104], [1.63890, 0.08244, -0.12056], [1.84436, -0.89139, -1.64791], [0.13575, -1.48145, 0.66012], [1.05231, -3.13807, -1.85116], [-0.36707, -3.56290, -0.88477], [-1.07787, 1.37074, -2.46804], [-0.35134, 0.37850, -2.51830], [-0.97787, 2.36159, -1.59247], [-1.90914, 3.48729, -1.62411], [0.07463, 2.31190, -0.59100], [-1.91102, 1.51040, -3.17455], [-1.34961, 4.41176, -1.77100], [-2.44394, 3.53805, -0.68642], [-2.62374, 3.37184, -2.43469], [1.04319, 2.27381, -1.10369], [-0.03980, 1.41548, 0.01107], [0.03326, 3.17992, 0.04583], [9.21159, -2.02231, 1.98699], [8.35866, -1.49634, 2.67786], [8.98518, -3.06486, 1.16760], [10.02761, -3.66012, 0.35080], [7.64033, -3.59929, 1.11229], [10.25660, -1.67354, 1.97425], [9.75707, -3.58834, -0.70428], [10.14964, -4.71140, 0.61608], [10.97168, -3.14456, 0.50883], [6.94978, -2.81418, 0.79555], [7.34429, -3.93669, 2.10697], [7.59139, -4.42943, 0.41674], [-5.07064, 4.14676, -0.26596], [-4.15591, 4.86882, -0.63573], [-6.36348, 4.34711, -0.54758], [-7.39776, 3.44132, -0.08479], [-6.73659, 5.50666, -1.34226], [-4.89862, 3.24304, 0.33573], [-7.92951, 3.02162, -0.94014], [-8.10627, 3.98268, 0.54563], [-6.95854, 2.62845, 0.48892], [-6.24252, 5.46275, -2.31312], [-6.41684, 6.41816, -0.83689], [-7.81380, 5.52685, -1.48264], [-4.23993, 0.19697, -1.50252], [-4.97912, 0.81663, -0.75514], [-4.62475, -0.78603, -2.32794], [-3.68196, -1.47743, -3.18904], [-6.02865, -1.16671, -2.35801], [-3.16096, 0.40669, -1.55658], [-3.97352, -1.34889, -4.23294], [-3.67808, -2.54288, -2.94948], [-2.67710, -1.07933, -3.05040], [-6.63707, -0.30818, -2.64288], [-6.34265, -1.49493, -1.36695], [-6.17782, -1.97150, -3.07242], [-1.14585, 2.60079, 3.08014], [-0.96822, 2.46006, 1.87613], [-2.32086, 2.86507, 3.65413], [-2.46488, 3.01922, 5.09073], [-3.49220, 3.00493, 2.80474], [-0.31913, 2.51919, 3.80448], [-3.16480, 2.27414, 5.47201], [-2.84646, 4.01576, 5.31697], [-1.50488, 2.88804, 5.58468], [-3.65365, 2.08293, 2.24309], [-3.33140, 3.81714, 2.09541], [-4.36704, 3.21916, 3.41298]], "mulliken_charge": [-0.448, 0.076, -0.182, -1.000, -0.597, 0.167, -0.465, -0.099, 0.229, -1.041, -0.466, 0.409, 0.539, 0.451, 0.489, 0.633, 0.195, 0.396, -0.195, 0.575, 0.575, 0.330, 0.423, -0.213, -0.627, 0.284, -0.866, -0.904, 0.574, 0.335, 0.226, 0.314, 0.341, 0.090, 0.515, 0.098, -0.588, 0.156, -0.914, -0.938, 0.280, 0.320, 0.317, 0.325, 0.116, 0.304, 0.493, 0.472, -0.699, 0.116, -0.917, -0.979, 0.023, 0.340, 0.382, 0.278, 0.297, 0.298, 0.397, 0.330, -0.660, 0.132, -0.788, -0.940, 0.141, 0.334, 0.358, 0.159, 0.289, 0.285, 0.386, -0.009, -0.606, 0.206, -0.914, -0.993, 0.290, 0.334, 0.333, 0.295, 0.313, 0.289, 0.396], "orbital_gap_ev": 7.720, "max_force_ev_per_a": 3.779, "spin_multiplicity": 1, "homo_energy_ev": -10.73, "charge": 1, "lumo_energy_ha": -0.11061}

---

Copy entry 2 word for word.
{"formula": "C5H12O3", "method": "ωB97M-V/def2-TZVPD", "species": ["C", "O", "O", "H", "H", "H", "H", "C", "C", "C", "C", "O", "H", "H", "H", "H", "H", "H", "H", "H"], "positions_angstrom": [[0.52080, -2.36289, 0.34766], [0.68989, -1.03098, -0.07339], [1.89358, -1.07718, -1.92857], [2.58748, -0.96156, -1.26738], [0.04356, -2.97705, -0.42544], [1.49582, -2.78394, 0.60804], [-0.09165, -2.38249, 1.26061], [-0.02389, 2.50861, 0.10147], [-1.57882, 0.16599, 1.17453], [-0.10458, 1.21328, -0.64775], [-0.77744, 0.06229, -0.09389], [0.64202, 1.10482, -1.67375], [1.29682, 0.03476, -1.89584], [-1.24222, -0.55434, -0.86072], [0.25530, 3.30426, -0.58960], [0.74881, 2.44053, 0.87178], [-0.96613, 2.76211, 0.58401], [-1.04703, 0.71167, 1.95126], [-2.54106, 0.65416, 0.99974], [-1.80126, -0.83206, 1.55722]], "mulliken_charge": [-0.730, -0.286, -0.819, 0.268, 0.291, 0.248, 0.276, -1.256, -1.424, 0.695, 0.394, -0.546, 0.384, 0.342, 0.389, 0.304, 0.368, 0.338, 0.385, 0.380], "orbital_gap_ev": [6.939, 6.940], "max_force_ev_per_a": 4.624, "de_lowest_kcal_mol": 114.00, "spin_multiplicity": 1, "homo_energy_ev": [-7.80, -7.80], "charge": 0, "lumo_energy_ha": [-0.03167, -0.03167]}